Record 1
A structure of composition C35H41N3PdSb2. Source: the OMol25 dataset; level of theory: ωB97M-V/def2-TZVPD.

Atoms and positions in Å:
Pd1 -0.203 -0.181 0.675
C1 -3.664 1.150 0.217
C2 -3.784 -0.271 0.769
C3 -3.634 -1.367 -0.288
Sb1 -1.642 -2.251 -0.611
C4 -2.711 -3.868 -1.738
C5 -3.499 -3.581 -2.854
C6 -4.082 -4.582 -3.624
C7 -3.881 -5.917 -3.295
C8 -3.095 -6.229 -2.191
C9 -2.522 -5.217 -1.427
C10 -1.368 -3.331 1.151
C11 -2.401 -3.989 1.786
C12 -2.285 -4.600 3.042
C13 -0.991 -4.584 3.636
C14 0.064 -3.930 3.082
C15 -0.072 -3.003 1.886
Sb2 -1.641 1.732 -0.307
C16 -1.469 3.190 1.287
C17 -1.527 2.716 2.599
C18 -1.386 3.580 3.677
C19 -1.162 4.935 3.463
C20 -1.081 5.416 2.164
C21 -1.237 4.549 1.087
C22 -2.299 3.267 -1.725
C23 -1.646 3.407 -2.946
C24 -2.046 4.364 -3.874
C25 -3.116 5.199 -3.591
C26 -3.783 5.071 -2.378
C27 -3.375 4.114 -1.458
H1 -3.995 1.887 0.954
H2 -4.289 1.271 -0.674
H3 -4.774 -0.364 1.236
H4 -3.050 -0.425 1.568
H5 -4.008 -1.017 -1.258
H6 -4.236 -2.235 -0.012
H7 -3.663 -2.544 -3.142
H8 -4.693 -4.320 -4.483
H9 -4.332 -6.704 -3.890
H10 -2.933 -7.267 -1.919
H11 -1.925 -5.467 -0.554
H12 -3.354 -4.078 1.262
H13 -3.102 -5.167 3.472
H14 -0.826 -5.144 4.557
H15 1.036 -3.967 3.572
H16 0.788 -3.187 1.216
H17 -1.648 1.650 2.773
H18 -1.433 3.188 4.686
H19 -1.041 5.608 4.304
H20 -0.894 6.470 1.985
H21 -1.177 4.946 0.080
H22 -0.807 2.758 -3.178
H23 -1.520 4.455 -4.818
H24 -3.432 5.947 -4.310
H25 -4.621 5.720 -2.148
H26 -3.899 4.032 -0.512
C28 3.884 -2.923 -1.256
C29 2.419 -2.538 -1.307
N1 2.271 -1.123 -1.059
C30 3.201 -0.174 -1.336
N2 2.959 1.061 -1.055
C31 3.984 2.025 -1.362
C32 4.716 1.678 -2.652
C33 5.338 0.307 -2.479
N3 4.388 -0.630 -1.916
C34 4.630 -2.023 -2.220
H27 4.023 -3.970 -1.533
H28 4.268 -2.778 -0.243
H29 1.837 -3.069 -0.555
H30 2.001 -2.816 -2.285
H31 1.472 -0.856 -0.463
H32 4.722 2.105 -0.545
H33 3.516 3.010 -1.445
H34 5.491 2.409 -2.902
H35 3.990 1.656 -3.469
H36 6.221 0.384 -1.827
H37 5.688 -0.086 -3.442
H38 5.711 -2.196 -2.166
H39 4.320 -2.258 -3.251
C35 0.027 -1.517 2.291
H40 -0.722 -1.324 3.070
H41 1.016 -1.327 2.744

The calculation puts the total energy at -57981.3971 eV. For the highest occupied orbital energy, the calculation gives 0.8865 eV. The LUMO energy comes out at 4.257 eV. As for the energy above the lowest of the compared OMol25 structures with the same formula, charge and spin: 0.0 kJ/mol. As for the total charge: -2. As for the largest force on an atom: 0.6 eV Å⁻¹.

***

Record 2
A structure of composition C35H42BBiN11S2Sb. Source: the OMol25 dataset; level of theory: ωB97M-V/def2-TZVPD.

Atoms and positions in Å:
Bi1 0.116 -0.564 0.261
C1 -1.772 0.925 -3.058
C2 -0.943 1.910 -2.301
C3 -1.016 3.305 -2.399
C4 -0.090 3.769 -1.496
N1 0.513 2.710 -0.924
N2 -0.030 1.555 -1.396
B1 1.402 2.751 0.340
N3 2.450 1.561 0.304
C5 3.768 1.758 0.414
C6 4.428 0.587 0.113
C7 3.436 -0.335 -0.183
C8 3.671 -1.748 -0.601
N4 2.235 0.259 -0.068
N5 0.489 2.604 1.575
C9 0.131 3.447 2.554
C10 -0.877 2.858 3.287
C11 -1.096 1.619 2.683
C12 -2.044 0.540 3.094
N6 -0.271 1.482 1.643
N7 2.192 4.036 0.354
C13 2.833 4.607 -0.700
C14 3.693 5.550 -0.210
C15 3.534 5.485 1.195
C16 4.233 6.291 2.242
N8 2.645 4.566 1.526
H1 -2.694 1.405 -3.386
H2 -1.253 0.582 -3.953
H3 -2.042 0.060 -2.449
H4 -1.656 3.882 -3.043
H5 0.178 4.774 -1.222
H6 4.158 2.723 0.686
H7 5.490 0.418 0.090
H8 4.669 -1.815 -1.029
H9 3.615 -2.434 0.244
H10 2.957 -2.083 -1.353
H11 0.633 4.392 2.665
H12 -1.383 3.264 4.145
H13 -1.645 -0.010 3.947
H14 -3.002 0.971 3.385
H15 -2.235 -0.167 2.285
H16 2.642 4.291 -1.712
H17 4.339 6.203 -0.770
H18 4.374 7.319 1.913
H19 3.658 6.293 3.166
H20 5.219 5.876 2.459
N9 -4.712 -1.709 0.029
C17 -4.413 -0.354 -0.036
C18 -5.527 0.503 -0.035
C19 -5.332 1.860 -0.027
C20 -4.029 2.348 -0.026
C21 -3.005 1.431 -0.028
N10 -3.163 0.092 -0.040
C22 -3.980 -2.883 -0.119
C23 -4.634 -4.056 0.293
C24 -4.028 -5.269 0.083
C25 -2.776 -5.294 -0.522
C26 -2.212 -4.086 -0.863
N11 -2.778 -2.885 -0.675
H21 -5.683 -1.882 0.237
H22 -6.527 0.087 -0.035
H23 -6.180 2.531 -0.021
H24 -3.813 3.407 -0.020
H25 -1.983 1.782 -0.013
H26 -5.611 -3.997 0.757
H27 -4.522 -6.184 0.383
H28 -2.254 -6.219 -0.716
H29 -1.233 -4.077 -1.323
S1 1.068 -0.908 2.789
C27 1.194 -2.571 3.068
C28 1.389 -3.001 4.412
C29 1.502 -4.321 4.714
C30 1.426 -5.304 3.691
C31 1.243 -4.940 2.394
C32 1.128 -3.570 2.026
S2 0.958 -3.204 0.380
H30 1.437 -2.251 5.189
H31 1.645 -4.628 5.741
H32 1.515 -6.351 3.949
H33 1.185 -5.686 1.613
C33 -0.626 -2.002 -4.749
Sb1 0.523 -1.718 -2.970
C34 1.604 -3.557 -3.234
C35 1.985 -0.376 -3.784
H34 -0.089 -2.718 -5.368
H35 -0.737 -1.065 -5.289
H36 -1.611 -2.394 -4.503
H37 2.287 -3.438 -4.074
H38 0.878 -4.335 -3.472
H39 2.154 -3.856 -2.344
H40 2.813 -0.942 -4.209
H41 2.350 0.292 -3.005
H42 1.523 0.223 -4.568

The calculation puts the total energy at -88089.7949 eV. For the highest occupied orbital energy (spin up / spin down), the calculation gives -10.3250 / -10.3327 eV. The LUMO energy (spin up / spin down) comes out at -2.393 / -4.967 eV. As for the energy above the lowest of the compared OMol25 structures with the same formula, charge and spin: 7.2 kJ/mol. As for the total charge: +1. The multiplicity is 2. As for the largest force on an atom: 0.3 eV Å⁻¹.

***

Record 3
A structure of composition C35H42I2MoN7P2S at a distorted geometry. Source: the OMol25 dataset; level of theory: ωB97M-V/def2-TZVPD.

Atoms and positions in Å:
Mo1 0.031 -0.595 -0.078
N1 1.097 1.027 -3.336
C1 0.573 -0.246 -3.464
C2 0.701 -0.800 -4.752
C3 0.235 -2.057 -5.040
C4 -0.331 -2.765 -3.985
C5 -0.372 -2.181 -2.741
N2 0.058 -0.937 -2.432
C6 0.484 2.188 -2.855
C7 0.710 3.367 -3.574
C8 0.141 4.537 -3.119
C9 -0.621 4.491 -1.956
C10 -0.755 3.282 -1.300
N3 -0.214 2.142 -1.732
H1 1.624 1.268 -4.171
H2 1.134 -0.193 -5.531
H3 0.284 -2.459 -6.040
H4 -0.730 -3.757 -4.117
H5 -0.780 -2.758 -1.930
H6 1.312 3.350 -4.469
H7 0.285 5.457 -3.661
H8 -1.090 5.377 -1.566
H9 -1.307 3.223 -0.369
C11 3.713 0.386 1.109
P1 2.563 0.433 -0.330
C12 3.016 2.126 -0.861
C13 3.460 -0.616 -1.548
C14 3.282 -2.103 -1.270
P2 1.763 -2.558 -0.294
C15 2.467 -3.097 1.316
C16 1.488 -4.203 -1.054
H10 4.609 0.939 0.827
H11 4.008 -0.623 1.386
H12 3.255 0.906 1.950
H13 4.001 2.092 -1.325
H14 3.057 2.759 0.024
H15 2.312 2.565 -1.553
H16 4.517 -0.342 -1.542
H17 3.055 -0.362 -2.529
H18 4.139 -2.506 -0.721
H19 3.223 -2.651 -2.214
H20 2.870 -2.267 1.890
H21 3.261 -3.821 1.131
H22 1.702 -3.581 1.921
H23 0.776 -4.791 -0.483
H24 2.451 -4.719 -1.059
H25 1.138 -4.120 -2.081
I1 -2.543 0.684 -0.202
C17 -3.371 -1.089 -1.047
C18 -4.518 -1.045 -1.791
C19 -5.054 -2.249 -2.264
C20 -4.506 -3.446 -1.880
C21 -3.353 -3.486 -1.066
C22 -2.831 -4.702 -0.577
C23 -1.773 -4.679 0.293
C24 -1.095 -3.479 0.559
C25 -1.445 -2.260 -0.001
C26 -2.697 -2.269 -0.701
H26 -5.004 -0.107 -2.012
H27 -5.916 -2.214 -2.910
H28 -4.973 -4.373 -2.180
H29 -3.296 -5.636 -0.852
H30 -1.434 -5.596 0.751
H31 -0.262 -3.529 1.250
C27 0.263 3.877 5.867
C28 -0.319 3.838 4.510
C29 -1.424 4.549 4.093
C30 -1.895 4.379 2.776
N4 -1.332 3.477 1.965
C31 -0.269 2.825 2.359
S1 0.653 1.795 1.343
N5 0.261 3.016 3.603
C32 -3.009 5.184 2.238
H32 -0.030 4.778 6.396
H33 1.350 3.815 5.845
H34 -0.107 3.025 6.442
H35 -1.907 5.239 4.767
H36 1.136 2.554 3.838
H37 -3.157 6.088 2.821
H38 -3.934 4.604 2.269
H39 -2.828 5.435 1.194
I2 -2.097 -1.795 5.739
C33 -0.835 -1.322 4.141
C34 0.511 -1.006 4.194
N6 0.902 -0.767 2.928
N7 -0.113 -0.895 2.059
C35 -1.174 -1.240 2.783
H40 1.174 -0.961 5.036
H41 1.795 -0.413 2.605
H42 -2.138 -1.415 2.345

The calculation puts the total energy at -94854.5908 eV. For the highest occupied orbital energy (spin up / spin down), the calculation gives -15.0666 / -15.1893 eV. The LUMO energy (spin up / spin down) comes out at -9.629 / -8.935 eV. As for the energy above the lowest of the compared OMol25 structures with the same formula, charge and spin: 100.3 kJ/mol. As for the total charge: +3. The multiplicity is 3. As for the largest force on an atom: 1.3 eV Å⁻¹.

***

Question: total charge of number 3 (C35H42I2MoN7P2S)?
Answer: +3